(1)
This record from the OMol25 dataset describes a cluster of 3 separate species, C19H54N6O5P4 in total. The level of theory is ωB97M-V/def2-TZVPD.

XYZ file:
```
88
Properties=species:S:1:pos:R:3:forces:R:3:mulliken_charge:R:1
P 1.1941 5.2718 -5.9449 -0.1 -0.2 1.0 0.503
P -0.6869 -4.9455 2.9579 -4.3 -2.8 6.1 0.850
P 1.0473 1.1781 2.5098 -4.1 -2.9 -5.4 0.781
P -1.5951 4.3468 -7.1604 -2.3 2.3 -0.9 0.970
O -0.6272 -3.5653 3.6417 2.2 0.7 -3.7 -0.742
O -2.5315 5.5091 -7.5010 1.6 -2.1 0.7 -0.692
O -2.0968 3.0164 -8.0464 1.0 1.3 1.3 -0.529
O -1.7615 3.9582 -5.5341 1.0 -0.1 -2.0 -0.478
O 0.5453 2.6009 2.2116 2.7 0.3 3.1 -0.803
N -0.5384 0.5336 2.7708 -0.7 0.9 0.6 0.246
N -0.7457 -6.4627 2.0824 2.5 1.1 -0.8 -0.081
N 1.7124 -0.3482 3.0443 0.1 1.5 2.0 -0.055
N 1.6979 0.9231 0.9477 0.8 -0.1 -0.8 0.376
N -2.3951 -4.9736 3.0245 -1.4 0.0 -0.5 0.288
N 0.0824 -5.7509 4.2845 1.2 0.5 0.3 0.229
C 2.2993 -1.4288 2.2853 1.0 0.3 -0.5 -0.767
C -0.4975 -6.7712 5.1333 0.1 -0.8 -0.5 -1.239
C -1.1542 -0.5391 2.0256 0.3 -0.8 0.3 -1.368
C -3.3089 -5.6521 3.9115 0.0 -0.2 0.0 -1.052
C 0.1883 4.8004 -7.5454 -0.6 -1.8 -0.3 -1.181
C -3.0907 -4.1861 2.0165 0.5 0.0 0.0 -0.768
C 0.0480 6.7282 -5.5927 0.8 0.2 0.9 -0.696
C -1.5830 1.5003 3.1211 0.1 0.3 0.0 -1.026
C 1.3163 3.8741 -2.5978 0.1 0.8 0.5 -0.982
C 1.4483 5.4028 -3.0167 1.3 -0.8 0.2 -0.317
C 2.9688 1.5728 0.6665 -0.1 0.2 0.5 -1.260
C 1.3240 -0.7725 4.3862 -0.2 0.1 0.5 -0.936
C -0.0542 9.0766 -4.5931 1.0 -0.6 -0.8 -0.762
C 0.5520 -7.1022 1.8427 0.2 0.1 -0.2 -1.026
C 0.7553 8.0527 -5.1870 -1.4 0.1 1.1 -0.414
C -1.8491 -7.3670 1.8458 -0.8 0.4 -0.7 -0.840
C 2.2410 5.5132 -4.3805 0.6 0.3 0.8 -1.131
C 0.9575 -4.9275 5.1252 0.0 0.3 -0.2 -0.707
C 1.2162 0.1607 -0.1778 0.0 -0.3 0.0 -0.795
H -2.0118 -0.9459 2.5721 0.1 0.1 0.1 0.567
H -2.9408 3.3079 -8.4286 0.1 0.0 0.0 0.341
H 1.5586 -1.9760 1.6969 -0.1 0.1 -0.1 0.132
H 0.2887 -0.3694 0.0003 -0.1 0.1 0.3 0.219
H 2.3714 5.3689 -6.7730 -0.4 0.1 0.2 -0.024
H 0.4793 5.9503 -2.9930 0.6 -0.5 -0.2 0.233
H -1.5823 -8.1293 1.1080 0.3 0.2 0.1 0.357
H -2.8337 -6.2789 4.6558 0.2 0.1 0.0 0.247
H -1.0171 -7.5445 4.5680 -0.2 0.1 -0.1 0.261
H 2.9429 2.6220 0.9707 0.0 0.0 0.0 0.315
H 1.3234 3.8449 -1.4735 -0.5 -0.3 -1.0 0.371
H 0.2413 5.5804 -8.3468 -0.6 -0.6 0.6 0.480
H 1.1868 0.0912 5.0395 -0.1 0.0 -0.1 0.321
H -3.9767 -6.3191 3.3481 -0.1 0.0 0.0 0.415
H 1.6473 -5.5488 5.7033 -0.2 -0.2 -0.1 0.362
H 2.8744 6.4481 -4.3909 -0.7 -0.7 -0.1 0.370
H 0.8345 3.9690 -5.4411 0.1 0.4 -0.2 -0.063
H 0.5483 -7.7032 0.9296 -0.1 0.1 0.0 0.388
H -2.6669 -3.1814 1.9467 0.0 0.0 0.0 -0.139
H -2.4385 1.0038 3.5881 0.1 -0.3 -0.1 0.307
H 2.0898 5.8706 -2.2187 -0.6 -0.2 -0.8 0.329
H 1.3325 -6.3505 1.7151 0.0 -0.1 0.1 0.302
H 0.4003 3.4088 -3.0321 0.8 0.2 0.5 0.210
H 1.8584 8.1903 -5.3059 -1.2 0.4 -1.8 0.329
H 2.7787 -2.1584 2.9452 -0.2 0.2 0.2 0.367
H -3.9393 -4.9404 4.4561 0.0 0.1 0.0 0.311
H -1.2187 2.2292 3.8435 0.0 0.0 -0.2 0.310
H -0.4875 -1.3903 1.8936 0.1 0.1 -0.1 0.071
H 2.0909 -1.3955 4.8554 0.1 0.1 -0.1 0.434
H 1.5747 -4.2645 4.5200 -0.2 0.1 0.1 0.018
H 2.9928 4.6693 -4.3749 -0.7 0.8 -0.2 0.544
H -3.0150 -4.6609 1.0290 -0.1 0.1 -0.2 0.314
H -1.5272 -0.2008 1.0514 0.0 0.0 -0.1 0.426
H -0.5208 6.9561 -6.5354 0.4 -0.1 1.0 0.632
H -1.9466 2.0380 2.2366 0.0 0.1 0.1 0.353
H -4.1521 -4.0722 2.2455 0.1 -0.1 0.1 0.431
H 1.0500 0.8007 -1.0523 0.0 0.1 0.0 0.126
H -2.7134 -6.8615 1.4134 0.0 0.0 0.3 0.235
H 3.2166 1.5530 -0.3971 -0.2 -0.1 0.0 0.410
H 1.9450 -0.6104 -0.4680 0.0 0.0 -0.1 0.430
H -2.6476 4.1959 -5.2269 0.0 0.1 -0.3 0.315
H 0.3802 -4.3180 5.8314 0.1 0.1 0.0 0.294
H 2.2356 3.3028 -2.8996 -0.9 0.5 0.0 0.260
H 0.6573 3.8599 -7.9587 -0.3 0.9 0.4 0.460
H 0.8372 -7.7535 2.6749 0.0 0.0 0.0 0.313
H -1.1709 -6.3444 5.8845 -0.1 0.0 0.0 0.347
H -0.7122 6.3957 -4.8340 0.5 0.3 -0.6 0.396
H 0.3910 -1.3420 4.3692 0.1 0.0 0.0 0.226
H 3.7879 1.0775 1.2055 0.2 0.1 -0.1 0.317
H -0.3391 9.0618 -3.5113 -1.5 -1.0 -1.5 0.272
H 3.1018 -1.0867 1.6297 -0.2 0.1 -0.2 0.259
H 0.2895 -7.3064 5.6761 0.1 0.2 -0.1 0.417
H -0.3722 9.9277 -5.2488 1.8 0.4 1.4 0.244
H -2.1554 -7.8980 2.7504 0.0 0.1 0.1 0.239
```
Forces are in eV/Å.

Net charge: 0
Kohn-Sham gap (Eh): 0.2353
LUMO energy (eV): -1.06

=====

(2)
This record from the OMol25 dataset describes a cluster of 3 separate species, H6O3 in total. The level of theory is ωB97M-V/def2-TZVPD.

XYZ file:
```
9
Properties=species:S:1:pos:R:3:forces:R:3:nbo_charge:R:1
O 1.4465 0.1590 -2.0530 -1.0 0.0 -0.8 -0.964
O -1.7107 -0.7406 0.7255 2.2 -0.4 5.0 -0.938
O 0.6113 0.6563 0.6559 1.2 0.6 0.6 -0.960
H 0.4790 0.2820 -2.2581 1.7 -0.2 0.8 0.470
H -1.3168 -0.6369 1.8019 -2.0 -0.3 -4.7 0.475
H 0.4396 1.4165 1.2049 0.8 0.8 0.4 0.466
H -1.2355 -1.5775 0.5324 -0.5 0.5 -0.2 0.479
H 1.5720 0.0013 -1.1075 -0.6 0.3 -0.2 0.492
H -0.2855 0.4399 0.4980 -1.7 -1.1 -0.9 0.480
```
Forces are in eV/Å.

Energy above the lowest of the compared OMol25 structures with the same formula, charge and spin (kcal/mol): 27.9
Net charge: 0
Kohn-Sham gap (Eh): 0.4054
LUMO energy (eV): 0.22

=====

(3)
This record from the OMol25 dataset describes a structure of composition C34H39N5O4P2Sn. The level of theory is ωB97M-V/def2-TZVPD.

XYZ file:
```
85
Properties=species:S:1:pos:R:3:forces:R:3:mulliken_charge:R:1
Sn 2.0443 1.8476 -1.3461 0.0 -2.0 0.9 0.759
P -2.8087 7.0124 -1.4659 -1.7 3.1 1.3 -0.040
P -2.9897 5.5558 -4.4729 -2.8 0.2 -1.9 -0.196
O 3.5495 -0.0155 -0.5108 -1.3 -0.4 -0.3 -0.762
O 2.1186 -6.8229 1.9493 1.3 1.7 -0.3 -0.577
O 1.4459 -0.4366 -1.1362 1.5 -0.1 0.5 -0.715
O 4.1735 -6.2249 2.4156 -2.0 0.4 -0.9 -0.578
N 3.0536 -6.0010 1.8984 0.8 -3.0 1.5 0.921
N -3.1149 5.6143 -6.2475 1.2 0.6 -0.5 0.321
N -3.8698 7.0776 -0.0615 -0.2 -0.7 0.7 0.473
N -2.3437 8.7607 -1.2928 0.9 -0.2 -0.4 0.358
N -4.5178 4.6755 -4.2744 -0.1 -0.3 1.2 0.242
C -3.5497 -1.2060 0.6395 -0.3 -0.2 0.0 -0.643
C 2.5588 -0.8128 -0.5882 -0.5 1.1 -0.4 0.957
C -4.2030 7.3395 -2.6651 0.2 -0.3 -0.4 -0.614
C -3.6428 5.8136 -8.4509 0.4 0.0 1.4 -0.549
C 2.6501 -2.1951 0.0283 0.0 -0.7 0.6 0.030
C -3.6292 6.3817 1.1291 -1.0 0.7 0.1 -0.477
C -4.5965 6.7436 2.0634 0.6 -0.1 -0.9 -0.602
C -2.4266 2.1729 -0.8220 -0.8 0.0 -0.3 1.033
C -3.0726 1.2120 1.4641 -0.1 0.8 0.0 -0.596
C -3.2326 1.0570 -1.5487 0.0 0.7 0.1 -0.371
C 1.6964 -4.3923 0.5581 0.5 -0.2 0.6 -0.455
C -5.8805 3.2052 -3.2040 0.7 0.4 -0.4 -0.116
C -1.0127 9.1543 -1.1244 -0.6 1.0 -0.3 -0.436
C -1.9189 5.7898 -6.9683 -1.1 -0.3 -0.6 -0.383
C -4.9935 7.8847 0.1390 0.0 -0.6 0.9 -0.070
C -2.5256 2.1574 0.6764 -0.3 -0.3 0.4 -0.401
C -4.1680 5.6807 -7.1688 0.8 0.0 -0.6 -0.109
C -4.5619 3.5815 -3.4044 -0.9 0.4 -0.4 -0.481
C -3.7388 7.2304 -4.1187 0.5 -0.1 0.0 -1.215
C 3.8305 -2.5798 0.7030 -0.1 -0.2 -0.3 -0.487
C 1.5638 -3.1062 0.0146 0.5 0.0 -0.2 -0.312
C -5.4569 7.7016 1.4357 0.8 -0.2 -1.0 -0.768
C 3.9611 -3.8456 1.2773 -0.5 -0.1 0.1 -0.306
C -5.8414 5.0176 -4.5725 -0.1 -0.7 0.4 -0.047
C -2.2144 5.8820 -8.3179 -0.2 0.0 0.9 -0.598
C 1.3667 1.9433 0.7502 0.7 0.0 -1.0 -1.136
C -2.2674 11.0284 -1.4224 -0.2 -1.3 0.2 -0.665
C -0.9390 10.5429 -1.2012 -0.4 -1.0 0.0 -0.620
C -2.5560 -0.2733 -1.5031 1.1 -0.1 -0.1 -0.336
C -3.1076 9.9198 -1.4425 0.9 0.4 -0.3 -0.008
C 2.8883 -4.7552 1.2337 -0.3 2.5 -1.4 0.048
C -4.1078 0.1631 1.1156 0.1 -1.0 0.1 -0.934
C -6.6957 4.0952 -3.9763 1.1 0.6 -0.1 -1.403
C -2.7075 -1.2504 -0.6121 -0.2 -0.1 0.0 -0.699
H -7.7737 4.0667 -4.0856 0.2 0.1 0.1 0.431
H 1.8056 1.0989 1.2907 -0.2 0.2 -0.1 0.300
H -2.5769 12.0534 -1.5638 0.0 -0.1 0.1 0.426
H 1.8326 2.8791 1.0581 -0.4 0.1 0.5 0.488
H -2.1571 3.0784 1.1501 0.5 -0.7 0.0 0.434
H -3.6339 3.1980 -3.0187 -0.1 0.0 -0.1 0.262
H -4.5782 7.4464 -4.7963 0.4 -0.2 0.1 0.481
H -4.2417 1.0205 -1.1256 0.4 0.1 -0.4 0.101
H -4.6854 6.3656 3.0734 0.1 0.0 -0.2 0.406
H 0.8921 -5.1265 0.4951 0.2 0.3 0.1 0.446
H -3.3491 1.3509 -2.6035 0.1 -0.3 0.3 0.472
H -1.4950 5.9876 -9.1163 -0.1 0.0 0.1 0.409
H -0.2500 8.4051 -0.9716 0.0 0.1 0.0 0.396
H -4.6323 -0.0757 2.0602 0.1 0.2 -0.4 0.379
H -0.0437 11.1400 -1.1141 0.0 -0.1 0.0 0.399
H -5.3992 8.4893 -0.6569 0.0 -0.1 0.3 0.312
H 0.2795 1.9462 0.8009 0.0 0.1 0.2 0.133
H -0.9849 5.8204 -6.4311 0.1 -0.1 -0.1 0.358
H -4.8773 0.5168 0.4072 0.4 -0.1 0.6 0.373
H -2.9310 7.9492 -4.3330 -0.3 0.0 0.1 0.521
H -2.9137 -1.6139 1.4417 -0.2 0.1 -0.1 0.329
H 4.6819 -1.9010 0.7750 -0.4 -0.1 -0.2 0.386
H -4.1801 9.8844 -1.5602 0.3 0.1 0.0 0.180
H -6.0810 5.8912 -5.1609 0.0 -0.2 0.1 0.462
H -4.6420 8.3372 -2.5401 0.2 -0.5 0.2 0.206
H -5.1976 5.6114 -6.8662 0.2 -0.1 -0.1 0.243
H -2.8552 1.2656 2.5430 -0.3 0.3 -0.5 0.382
H 4.8744 -4.1463 1.7905 -0.3 0.2 -0.2 0.454
H -4.2066 5.8605 -9.3710 0.0 0.0 0.1 0.435
H -2.1763 -2.2042 -0.7713 0.0 0.6 0.2 0.400
H -2.8044 5.6880 1.1826 0.0 0.0 0.1 0.348
H -4.4033 -1.9039 0.5457 0.3 0.2 0.0 0.390
H -6.2238 2.4004 -2.5674 0.1 0.1 -0.2 0.454
H 0.6150 -2.8072 -0.4436 0.5 -0.1 0.1 0.440
H -2.8082 3.1488 -1.1692 0.3 -0.2 0.1 -0.214
H -1.3577 2.1094 -1.1138 -0.4 0.1 0.1 -0.179
H -6.3128 8.2033 1.8666 0.1 -0.1 0.0 0.436
H -4.9880 6.6037 -2.4297 0.2 0.1 -0.2 0.642
H -1.7030 -0.3476 -2.2048 -0.7 -0.3 0.1 0.237
```
Forces are in eV/Å.

Net charge: 0
Kohn-Sham gap (Eh): 0.2656
LUMO energy (eV): -1.18